Entry from the OMol25 dataset: a structure of composition C25H45NOP2Pt at a distorted geometry (ωB97M-V with the def2-TZVPD basis set).

E_tot ... -51996.71710 eV
Kohn-Sham gap (alpha / beta) ... 5.20 / 4.44 eV
Max |F| ... 5.27 eV/Å
E_HOMO (alpha / beta) ... -0.383 / -0.450 Ha

```
! wB97M-V def2-TZVPD RIJCOSX def2/J DEFGRID3
* xyz 2 5
Pt -1.9323 0.4292 -1.9581
C 1.9564 -2.5485 -1.3407
C 1.5585 -1.7243 -2.4293
C 3.0986 -0.5646 -1.1760
C 2.9015 -1.8273 -0.5690
C 2.2583 -0.4892 -2.3191
C 1.4703 -3.9124 -1.0611
H 0.5081 -4.0961 -1.5580
H 1.3404 -4.0740 0.0202
H 2.1795 -4.6798 -1.4169
C 3.5510 -2.2750 0.6773
H 3.2412 -3.2928 0.9449
H 3.3054 -1.6101 1.5215
H 4.6476 -2.2688 0.5745
C 3.9904 0.4873 -0.6594
H 5.0023 0.0844 -0.4740
H 3.6220 0.8936 0.3006
H 4.0816 1.3231 -1.3658
C 2.0729 0.6682 -3.2054
H 2.1704 0.3715 -4.2623
H 2.8088 1.4536 -2.9994
H 1.0628 1.0988 -3.0707
C 0.5526 -2.0780 -3.4471
H 0.7429 -3.0774 -3.8755
H 0.5430 -1.3506 -4.2693
H -0.4647 -2.0963 -3.0162
C -3.6298 -0.1209 -1.1006
C -2.9892 -1.2126 -1.8708
C -3.5320 -1.6663 -3.2091
C -3.0958 -0.7529 -4.3421
C -2.3140 0.4569 -3.8814
C -3.0675 1.5237 -3.1701
C -4.5776 1.3013 -2.9973
C -4.9024 0.4586 -1.7294
H -4.6197 -1.8016 -3.1875
H -3.9966 -0.4550 -4.8898
H -3.0898 -2.6608 -3.3841
H -5.6401 -0.3377 -1.9765
H -3.5779 -0.2419 -0.0028
H -2.6597 -2.0613 -1.2349
H -5.3261 1.1176 -0.9509
H -5.0087 2.3073 -2.8381
H -2.6844 2.5780 -3.2945
H -5.0531 0.8131 -3.8712
H -2.3947 -1.3101 -4.9801
H -1.5947 0.8035 -4.6492
P -1.7637 -1.9997 2.8418
C -0.1969 -2.5885 3.4550
H -0.4153 -3.3994 4.1697
H 0.3313 -1.7766 3.9838
H 0.4376 -2.9844 2.6445
C -2.5579 -0.9842 4.0667
H -2.9942 -1.6785 4.8016
H -3.3497 -0.3679 3.6117
H -1.8194 -0.3322 4.5634
C -2.7788 -3.3328 2.2498
H -3.6356 -2.9454 1.6753
H -3.1350 -3.8826 3.1333
H -2.1794 -4.0013 1.6099
P -0.3047 4.6160 0.2379
C 1.2040 5.1216 -0.7252
H 1.5638 6.1531 -0.6238
H 1.0103 4.9594 -1.8047
H 1.9907 4.4293 -0.3959
C -1.2912 6.1681 0.0311
H -1.7137 6.1311 -0.9962
H -0.7851 7.1330 0.1749
H -2.1342 6.0570 0.7278
C 0.1697 4.5623 2.0473
H 0.5567 5.4749 2.5292
H 0.9519 3.7907 2.0647
H -0.6797 4.1914 2.6654
O 0.2030 0.3766 0.6137
C -0.6917 -0.3171 0.9838
N -1.5655 -1.0301 1.4590
*
```

Entry from the OMol25 dataset: a structure of composition C25H46BCeNP2 at a distorted geometry (ωB97M-V with the def2-TZVPD basis set).

E_tot ... -60335.08581 eV
Kohn-Sham gap (alpha / beta) ... 5.53 / 5.56 eV
Energy relative to the best compared isomer or geometry (same formula, charge and spin) ... 1.923 eV
Max |F| ... 4.38 eV/Å
E_HOMO (alpha / beta) ... -0.348 / -0.348 Ha

```
! wB97M-V def2-TZVPD RIJCOSX def2/J DEFGRID3
* xyz 1 2
Ce -0.7752 1.2129 3.2637
C 0.7588 0.6177 5.1609
C 1.6477 1.0079 4.1164
C 0.2854 2.8465 4.5854
C -0.0930 1.7366 5.4740
C 1.3557 2.3621 3.7175
C 0.5934 -0.8048 5.6146
H 1.3044 -1.4475 5.0895
H -0.3938 -1.2423 5.3896
H 0.7829 -0.9851 6.6926
C -1.4109 1.5453 6.1392
H -1.2566 0.9083 7.0257
H -2.1301 0.9858 5.4750
H -1.8820 2.5067 6.4039
C -0.7034 3.8900 4.1989
H -1.2055 4.2492 5.1171
H -1.5405 3.5492 3.5127
H -0.2002 4.7038 3.6559
C 1.9198 2.9499 2.4520
H 2.6621 3.7436 2.6458
H 1.1643 3.3662 1.7680
H 2.4434 2.1816 1.8744
C 2.5778 0.0495 3.4048
H 3.6407 0.2715 3.6516
H 2.4996 0.0174 2.2999
H 2.4110 -0.9848 3.7183
C -0.2896 -2.7566 0.4507
C 0.7345 -3.0710 1.2562
C 2.1938 -2.7962 1.0704
C 2.5773 -2.0564 -0.2389
C 2.1455 -0.6195 -0.2566
C 1.0136 -0.0255 -0.6878
C -0.2891 -0.6433 -1.0858
C -0.3089 -2.1926 -0.9403
H 2.7458 -3.7605 1.1519
H 2.2558 -2.6327 -1.1173
H 2.5379 -2.1797 1.9297
H 0.4896 -2.6213 -1.5460
H -1.2940 -2.8968 0.8754
H 0.5007 -3.5442 2.2226
H -1.2533 -2.5465 -1.3840
H -1.1422 -0.2321 -0.4891
H 0.9817 1.0678 -0.6471
H -0.5315 -0.3822 -2.1565
H 3.6819 -2.0246 -0.2856
H 2.8929 0.0702 0.1721
P -0.8895 -0.4941 -4.3949
P -0.6861 2.1994 -5.7367
C -0.9658 -0.5321 -6.2755
C -1.3374 0.8203 -6.8372
H -1.6992 -1.2890 -6.5735
H 0.0128 -0.8544 -6.6483
H -0.9397 0.9590 -7.8518
H -2.4271 0.9459 -6.8704
C -1.4598 3.5469 -6.7250
H -1.0939 4.5134 -6.3716
H -2.5414 3.5217 -6.5713
H -1.2460 3.4408 -7.7932
C 0.9705 2.2518 -6.5638
H 0.8616 2.1960 -7.6537
H 1.5854 1.4179 -6.2135
H 1.4722 3.1845 -6.2909
C -2.4209 -1.4838 -4.1511
H -2.5356 -1.7655 -3.0978
H -2.3953 -2.3829 -4.7825
H -3.2800 -0.8602 -4.4385
C 0.4313 -1.7667 -4.2720
H 1.3516 -1.3519 -4.7125
H 0.1409 -2.6785 -4.8159
H 0.6398 -2.0058 -3.2230
B -2.7402 -2.8773 4.9729
C -2.3659 -1.6956 4.0893
N -2.0567 -0.7672 3.4269
H -1.9723 -3.8084 4.7290
H -3.8902 -3.1923 4.7448
H -2.6212 -2.5857 6.1602
*
```